i.
Here is an isolated ion of composition C11H14N and charge +1 from OMol25. Energies are from ωB97M-V/def2-TZVPD.

Output
HOMO = -12.75 eV
SMILES string = C[N+]1(C)[C@@H]2Cc3ccccc3[C@@H]21
Kohn-Sham gap = 9.909 eV
Total charge = +1

CARTESIAN COORDINATES (ANGSTROEM)
N: -0.060 -1.064 -0.886
C: -1.779 1.258 1.482
C: 0.840 2.239 1.649
C: -0.505 -2.039 -1.895
C: 0.601 0.161 -1.496
C: -0.167 2.697 2.529
C: -0.937 0.105 -0.726
C: 0.626 -1.838 0.111
C: -0.855 0.948 0.465
C: 0.471 1.458 0.609
C: -1.437 2.141 2.443
C: 1.391 1.031 -0.527
H: -2.167 2.483 3.086
H: 1.737 1.841 -1.237
H: -1.902 -0.044 -1.221
H: 0.593 0.153 -2.491
H: 0.338 -2.552 -2.133
H: 1.040 -1.101 0.838
H: -1.196 -2.665 -1.437
H: -0.947 -1.402 -2.616
H: -2.792 0.816 1.451
H: 1.825 2.360 1.989
H: 1.407 -2.423 -0.350
H: -0.020 3.384 3.369
H: -0.101 -2.705 0.479
H: 2.294 0.490 -0.379

Results of the Mulliken charge analysis, in e, for atoms 1 through 2: N 0.3796; C -0.6206



ii.
Here is an isolated ion of composition C11H14N and charge +1 from OMol25. Energies are from ωB97M-V/def2-TZVPD.

Output
HOMO (alpha / beta) = -12.32 / -12.18 eV
Kohn-Sham gap (alpha / beta) = 8.773 / 8.398 eV
Total charge = +1

CARTESIAN COORDINATES (ANGSTROEM)
N: -2.129 -1.480 -0.582
C: 0.068 -0.303 -0.596
C: 1.273 1.781 -0.474
C: -0.060 1.025 1.516
C: -0.767 -1.349 0.021
C: 1.700 1.617 -1.781
C: 1.309 0.506 -2.506
C: 0.370 2.263 2.265
C: -0.873 0.172 2.062
C: 0.498 -0.445 -1.913
C: 0.446 0.842 0.133
C: -0.187 -2.663 0.412
H: -0.108 2.301 3.241
H: 0.093 3.151 1.702
H: -1.418 -0.180 2.897
H: 1.591 2.659 0.063
H: 1.449 2.247 2.406
H: -0.014 -3.301 -0.462
H: 0.218 -1.325 -2.475
H: -0.840 -3.198 1.100
H: 2.338 2.360 -2.232
H: 0.770 -2.508 0.900
H: 1.635 0.369 -3.525
H: -2.499 -0.547 -0.801
H: -2.105 -2.042 -1.451
H: -2.758 -1.954 0.080

Results of the Mulliken charge analysis, in e, for atoms 1 through 2: N -0.0947; C 0.1225



Stability ranking, top and bottom: i is the most stable and ii is the least stable.



i.
Here is C5H9N2 as an isolated structure from OMol25. Energies are from ωB97M-V/def2-TZVPD.

Output
HOMO = -14.22 eV
Kohn-Sham gap = 10.025 eV
Total charge = +1

CARTESIAN COORDINATES (ANGSTROEM)
N: 0.414 1.152 -1.517
N: -0.813 0.232 0.586
C: 1.354 -0.449 0.107
C: 1.192 -0.043 -1.370
C: -2.206 0.438 0.939
C: 0.104 -0.630 0.790
C: -0.439 1.604 -0.717
H: -2.312 1.281 1.649
H: -2.803 0.561 0.039
H: 0.478 1.639 -2.462
H: -2.392 -0.487 1.592
H: 0.529 -0.873 -1.721
H: 2.131 0.255 -1.863
H: 2.166 -1.319 0.194
H: 1.911 0.361 0.688
H: -0.055 -1.585 1.339

Results of the Mulliken charge analysis, in e, for atoms 1 through 2: N -0.0190; N -0.0594



ii.
Here is an isolated ion of composition C5H9N2 and charge +1 from OMol25. Energies are from ωB97M-V/def2-TZVPD.

Output
HOMO = -14.15 eV
SMILES string = CN1C=[NH+][C@@H]2C[C@@H]21
Kohn-Sham gap = 10.561 eV
Total charge = +1

CARTESIAN COORDINATES (ANGSTROEM)
N: 0.653 -0.308 0.076
N: -1.297 -1.384 -0.055
C: 0.041 -1.371 -0.386
C: -1.687 -0.115 0.475
C: -0.329 0.666 0.648
C: -1.378 1.037 -0.388
C: 2.027 0.135 0.106
H: -2.498 -0.128 1.188
H: 0.473 -2.100 -1.063
H: -2.003 -1.921 -0.409
H: -1.335 0.755 -1.526
H: 2.155 0.059 1.230
H: -1.852 1.980 -0.228
H: 2.213 1.207 -0.121
H: 2.790 -0.446 -0.382
H: -0.076 1.325 1.376

Results of the Mulliken charge analysis, in e, for atoms 1 through 2: N 0.1138; N -0.1172



iii.
Here is an isolated ion of composition C5H9N2 and charge +1 from OMol25. Energies are from ωB97M-V/def2-TZVPD.

Output
HOMO = -13.68 eV
SMILES string = [H]/N=C\CC(C)=C=[NH2+]
Kohn-Sham gap = 8.582 eV
Total charge = +1

CARTESIAN COORDINATES (ANGSTROEM)
N: -1.044 -0.496 2.122
N: 1.551 -1.917 0.049
C: 0.846 1.422 -1.037
C: 0.103 0.083 -0.890
C: -1.421 0.277 1.208
C: 0.875 -0.942 -0.499
C: -1.377 0.281 -0.372
H: -2.082 -0.463 -0.860
H: -1.544 1.395 -0.518
H: 1.587 -2.054 1.000
H: -2.084 1.034 1.624
H: 1.947 1.671 -1.193
H: 0.299 1.900 -1.957
H: -0.545 -1.534 1.943
H: 0.725 2.056 -0.159
H: 2.164 -2.711 -0.461

Results of the Mulliken charge analysis, in e, for atoms 1 through 2: N -0.5285; N -0.3277



iv.
Here is C5H9N2 as an isolated structure from OMol25. Energies are from ωB97M-V/def2-TZVPD.

Output
HOMO = -15.64 eV
Kohn-Sham gap = 12.484 eV
Total charge = +1

CARTESIAN COORDINATES (ANGSTROEM)
N: -0.289 1.268 -0.596
N: -0.382 0.121 1.192
C: 1.071 -1.622 0.287
C: -1.079 1.299 0.666
C: -0.253 -0.862 0.182
C: -0.359 -0.097 -1.182
C: 0.323 1.365 0.773
H: -1.108 -1.621 0.252
H: -0.171 1.966 -1.216
H: 1.723 -1.060 0.931
H: 0.933 2.085 1.158
H: -1.287 -0.090 -1.758
H: -2.182 2.048 0.959
H: 0.563 -0.484 -1.784
H: 0.970 -2.565 0.747
H: 1.526 -1.752 -0.610

Results of the Mulliken charge analysis, in e, for atoms 1 through 2: N 0.0539; N -0.3876



Stability ranking, top and bottom: ii is the most stable and iv is the least stable.



i.
Here is an isolated ion of composition C5H9N2 and charge +1 from OMol25. Energies are from ωB97M-V/def2-TZVPD.

Output
HOMO (alpha / beta) = -12.71 / -12.71 eV
Kohn-Sham gap (alpha / beta) = 8.033 / 8.032 eV
Total charge = +1

CARTESIAN COORDINATES (ANGSTROEM)
N: -2.725 1.032 -0.213
N: -1.579 -1.010 0.054
C: 1.030 -0.226 0.215
C: -0.671 -1.895 -0.033
C: 0.693 -1.460 -0.190
C: 2.375 0.363 0.232
C: -1.874 0.083 0.552
H: 1.400 -2.177 -0.576
H: 2.929 0.054 1.119
H: -3.209 0.618 -1.028
H: -3.414 1.412 0.454
H: -0.944 -2.939 0.004
H: 0.246 0.401 0.643
H: -2.137 1.815 -0.527
H: 2.337 1.450 0.215
H: 2.942 0.011 -0.632

Results of the Mulliken charge analysis, in e, for atoms 1 through 2: N -0.2600; N 0.0071



ii.
Here is C5H9N2 as an isolated structure from OMol25. Energies are from ωB97M-V/def2-TZVPD.

Output
HOMO = -15.20 eV
Kohn-Sham gap = 10.111 eV
Total charge = +1

CARTESIAN COORDINATES (ANGSTROEM)
N: -0.349 -0.152 -0.324
N: -0.677 -1.514 0.822
C: 0.383 1.511 1.502
C: 0.258 -0.204 -1.425
C: -0.713 0.704 0.818
C: 0.531 -1.363 -2.273
C: -0.921 -0.599 1.634
H: -1.630 1.254 0.520
H: -0.242 -2.182 -2.241
H: 1.355 -1.918 -1.892
H: 0.568 0.844 -1.765
H: -0.020 1.958 2.465
H: -1.140 -0.463 2.732
H: 1.157 0.780 1.929
H: 0.502 -0.922 -3.325
H: 0.936 2.265 0.822

Results of the Mulliken charge analysis, in e, for atoms 1 through 2: N 0.0939; N -0.2904



Stability ranking, top and bottom: i is the most stable and ii is the least stable.



i.
Here is an isolated ion of composition C5H9N2 and charge +1 from OMol25. Energies are from ωB97M-V/def2-TZVPD.

Output
HOMO = -13.76 eV
SMILES string = CCc1[nH]cc[nH+]1
Kohn-Sham gap = 10.050 eV
Total charge = +1

CARTESIAN COORDINATES (ANGSTROEM)
N: -0.969 -0.644 1.271
N: 0.948 -0.866 0.094
C: 0.765 -1.958 0.895
C: 0.017 0.044 0.282
C: -0.110 1.407 -0.238
C: -0.087 1.501 -1.760
C: -0.388 -1.803 1.628
H: 0.320 0.508 -2.310
H: -1.040 1.754 0.117
H: 0.637 2.262 -0.022
H: -1.877 -0.136 1.567
H: -1.013 -2.444 2.256
H: 1.502 -2.794 0.992
H: 1.808 -0.780 -0.435
H: 0.560 2.277 -2.168
H: -1.074 1.671 -2.170

Results of the Mulliken charge analysis, in e, for atoms 1 through 2: N -0.1238; N 0.0547



ii.
Here is an isolated ion of composition C5H9N2 and charge +1 from OMol25. Energies are from ωB97M-V/def2-TZVPD.

Output
HOMO = -14.03 eV
SMILES string = CCc1c[nH]c[nH+]1
Kohn-Sham gap = 10.722 eV
Total charge = +1

CARTESIAN COORDINATES (ANGSTROEM)
N: -0.794 0.004 1.773
N: -0.653 1.136 0.002
C: 1.050 -1.435 -1.996
C: 1.098 -0.046 -1.339
C: 0.270 0.153 -0.139
C: 0.122 -0.633 1.011
C: -1.321 1.065 1.168
H: 0.690 -1.523 1.211
H: 0.755 -2.220 -1.296
H: 1.980 -1.727 -2.474
H: -2.201 1.631 1.383
H: -0.812 1.882 -0.652
H: 0.822 0.706 -2.078
H: 2.141 0.136 -1.062
H: 0.299 -1.484 -2.787
H: -1.268 -0.400 2.558

Results of the Mulliken charge analysis, in e, for atoms 1 through 2: N -0.0641; N -0.0511



Stability ranking, top and bottom: ii is the most stable and i is the least stable.